{"formula": "C31H40N10O3PSTeTi", "method": "ωB97M-V/def2-TZVPD", "charge": 1, "homo_energy_ev": [-9.26, -9.26], "homo_lumo_gap_ev": [6.140, 6.139], "molar_mass_g_mol": 839.24, "species": ["Ti", "C", "C", "C", "C", "N", "C", "C", "C", "C", "C", "C", "N", "H", "H", "H", "H", "H", "H", "H", "H", "N", "C", "C", "C", "C", "C", "N", "C", "C", "C", "C", "C", "N", "H", "H", "H", "H", "H", "H", "H", "H", "H", "C", "C", "O", "P", "O", "Te", "O", "C", "C", "H", "H", "H", "H", "H", "H", "H", "H", "H", "H", "C", "N", "C", "C", "N", "H", "H", "H", "H", "H", "H", "C", "C", "C", "N", "N", "C", "N", "S", "H", "H", "H", "H", "H", "H", "H"], "xyz": [[-0.200, 0.223, -0.407], [-0.980, -0.197, 3.974], [-0.194, 0.824, 4.501], [0.493, 1.660, 3.647], [0.405, 1.442, 2.276], [-0.298, 0.413, 1.777], [-1.009, -0.365, 2.608], [0.987, 2.311, 1.245], [1.352, 3.587, 1.480], [1.706, 4.435, 0.356], [1.755, 3.928, -0.875], [1.519, 2.478, -1.146], [0.979, 1.723, -0.004], [-1.564, -0.848, 4.608], [-0.132, 0.970, 5.571], [1.100, 2.470, 4.024], [-1.629, -1.118, 2.137], [1.316, 3.997, 2.478], [1.912, 5.482, 0.533], [2.016, 4.548, -1.724], [2.461, 2.008, -1.465], [1.576, -1.301, -2.798], [1.366, -2.100, -1.729], [1.856, -3.424, -1.797], [1.616, -4.284, -0.770], [0.876, -3.840, 0.337], [0.444, -2.551, 0.336], [0.699, -1.664, -0.661], [1.302, 0.049, -3.017], [1.932, 0.634, -4.064], [1.599, 1.982, -4.446], [0.873, 2.725, -3.613], [0.502, 2.176, -2.275], [0.378, 0.688, -2.209], [2.078, -1.735, -3.554], [2.400, -3.735, -2.679], [1.980, -5.302, -0.817], [0.633, -4.494, 1.161], [-0.147, -2.178, 1.156], [2.629, 0.053, -4.653], [1.919, 2.356, -5.410], [0.551, 3.728, -3.863], [-0.451, 2.599, -1.971], [-2.972, 1.023, -3.745], [-3.997, 0.055, -3.207], [-3.761, -0.230, -1.809], [-2.888, -1.458, -1.252], [-1.856, -0.812, -0.300], [-2.074, -2.885, -2.898], [-3.859, -2.139, -0.193], [-4.819, -3.157, -0.551], [-5.946, -2.618, -1.401], [-3.193, 1.240, -4.791], [-1.970, 0.595, -3.687], [-2.990, 1.965, -3.194], [-3.981, -0.883, -3.764], [-5.007, 0.465, -3.251], [-5.185, -3.528, 0.405], [-4.289, -3.962, -1.064], [-6.430, -1.769, -0.918], [-6.690, -3.401, -1.552], [-5.584, -2.313, -2.384], [-3.764, 4.482, -0.755], [-3.835, 3.020, -0.698], [-5.116, 2.395, -0.345], [-2.739, 2.340, -0.494], [-1.763, 1.743, -0.338], [-4.495, 4.836, -1.480], [-2.770, 4.784, -1.074], [-3.983, 4.920, 0.221], [-5.884, 2.796, -1.003], [-5.378, 2.615, 0.693], [-5.030, 1.319, -0.479], [6.309, -0.149, -1.607], [5.532, 0.981, -0.931], [4.648, 0.469, 0.162], [3.481, -0.036, -0.039], [2.880, -0.502, 1.099], [3.614, -0.346, 2.153], [3.194, -0.679, 3.419], [5.129, 0.430, 1.836], [6.933, 0.242, -2.411], [5.621, -0.881, -2.028], [6.957, -0.661, -0.895], [4.893, 1.485, -1.658], [6.219, 1.728, -0.530], [2.411, -1.317, 3.419], [3.911, -0.922, 4.082]]}